The following is a quantum chemistry calculation of C10H10ClN3O in the gas phase, from the OMol25 dataset.

The LUMO energy is 0.24 eV. As for the total charge: 0. The calculation puts the HOMO-LUMO gap at 8.937 eV. The value obtained for the energy above the lowest of the compared OMol25 structures with the same formula, charge and spin is 30.6 kcal/mol. Its total energy is -1086.59723 Eh. Its HOMO energy is -8.70 eV.

Positions of all 25 atoms, in Å:
C (-1.384, 1.580, 0.312)
C (-2.214, -0.727, 0.209)
C (-2.709, 1.957, 0.121)
C (-3.440, -0.114, -0.009)
C (-1.171, 0.195, 0.461)
C (2.655, -0.290, 1.022)
C (1.043, -1.452, -0.676)
C (0.166, -0.138, 1.129)
C (1.551, -0.118, -1.114)
C (1.854, 0.601, 0.200)
N (-3.671, 1.131, -0.042)
N (2.067, -1.362, 1.361)
N (0.743, -1.448, 0.806)
O (2.810, -0.241, -1.789)
Cl (2.067, 2.330, 0.176)
H (-0.613, 2.233, 0.653)
H (-2.050, -1.753, 0.170)
H (-2.912, 3.041, 0.051)
H (-4.181, -0.827, -0.209)
H (3.568, -0.212, 1.426)
H (0.257, -1.846, -1.285)
H (1.747, -2.249, -0.732)
H (0.187, 0.044, 2.126)
H (0.964, 0.443, -1.732)
H (2.665, -0.778, -2.634)